Entry 1:
{
  "formula": "C23H50NO22S6",
  "method": "the ωB97M-V functional and the def2-TZVPD basis",
  "spin_multiplicity": 2,
  "homo_lumo_gap_ev": [9.4, 5.6],
  "total_energy_ha": -5005.0325,
  "s2": 0.7577,
  "species": ["N", "O", "O", "O", "C", "C", "O", "S", "O", "O", "O", "H", "H", "H", "H", "O", "S", "O", "O", "C", "C", "C", "H", "H", "H", "H", "H", "H", "H", "H", "O", "S", "O", "O", "C", "C", "C", "H", "H", "H", "H", "H", "H", "H", "H", "O", "S", "O", "O", "C", "C", "C", "H", "H", "H", "H", "H", "H", "H", "H", "O", "S", "O", "O", "C", "C", "C", "H", "H", "H", "H", "H", "H", "H", "H", "O", "S", "O", "O", "C", "C", "C", "H", "H", "H", "H", "H", "H", "H", "H", "C", "C", "C", "C", "C", "C", "H", "H", "H", "H", "H", "H"],
  "coordinates": [[-12.525, -35.594, -27.336], [-12.909, -36.473, -26.564], [-11.341, -35.500, -27.715], [-13.253, -34.752, -27.891], [-11.793, -38.773, -23.315], [-11.024, -38.838, -24.649], [-10.525, -40.109, -24.751], [-11.583, -41.195, -24.012], [-10.910, -42.411, -23.444], [-12.824, -41.179, -24.842], [-11.794, -40.106, -22.767], [-12.801, -38.462, -23.591], [-11.343, -38.173, -22.524], [-10.252, -38.068, -24.631], [-11.677, -38.720, -25.514], [-8.883, -33.756, -29.696], [-7.681, -34.016, -28.912], [-6.666, -34.830, -29.520], [-7.176, -32.469, -28.605], [-8.006, -31.554, -27.837], [-7.666, -31.685, -26.376], [-8.326, -34.783, -27.239], [-8.987, -31.746, -28.270], [-7.872, -30.520, -28.154], [-6.637, -31.545, -26.043], [-8.022, -32.648, -26.011], [-8.219, -30.938, -25.807], [-7.535, -34.681, -26.496], [-8.626, -35.806, -27.465], [-9.220, -34.163, -27.160], [-10.185, -36.915, -30.860], [-9.835, -38.311, -30.672], [-10.561, -39.471, -31.128], [-8.264, -38.504, -31.222], [-7.779, -39.823, -31.156], [-6.485, -39.763, -31.989], [-9.586, -38.650, -28.904], [-8.502, -40.517, -31.583], [-7.492, -40.238, -30.190], [-5.949, -38.815, -31.945], [-6.623, -40.115, -33.011], [-5.684, -40.387, -31.594], [-8.600, -39.069, -28.702], [-10.401, -39.237, -28.481], [-9.699, -37.704, -28.375], [-13.193, -38.705, -28.311], [-13.917, -38.019, -29.355], [-13.217, -37.002, -30.142], [-14.573, -39.143, -30.374], [-15.097, -38.763, -31.613], [-16.557, -39.202, -31.676], [-15.450, -37.267, -28.518], [-14.428, -39.218, -32.344], [-14.993, -37.696, -31.809], [-16.599, -40.291, -31.640], [-16.860, -38.804, -32.645], [-17.163, -38.745, -30.893], [-15.133, -36.560, -27.751], [-16.000, -38.075, -28.035], [-15.897, -36.644, -29.292], [-19.775, -32.172, -25.413], [-18.784, -32.911, -26.226], [-18.158, -32.237, -27.362], [-17.664, -33.514, -25.139], [-16.509, -34.162, -25.647], [-15.679, -34.640, -24.452], [-19.569, -34.528, -26.829], [-15.842, -33.537, -26.241], [-16.969, -34.949, -26.245], [-15.365, -33.714, -23.970], [-14.743, -35.162, -24.649], [-16.288, -35.155, -23.709], [-18.823, -34.895, -27.533], [-20.562, -34.273, -27.200], [-19.587, -35.159, -25.941], [-11.467, -32.413, -28.518], [-11.711, -31.473, -27.430], [-10.826, -30.346, -27.126], [-13.283, -30.888, -27.626], [-13.866, -30.090, -26.597], [-14.181, -28.735, -27.257], [-12.005, -32.562, -25.914], [-13.225, -29.852, -25.748], [-14.701, -30.658, -26.185], [-15.152, -28.428, -26.868], [-14.303, -28.913, -28.326], [-13.494, -27.892, -27.177], [-11.134, -33.218, -25.930], [-12.958, -33.087, -25.861], [-11.949, -31.743, -25.197], [-10.113, -32.684, -22.589], [-9.293, -33.552, -23.208], [-9.788, -34.640, -23.876], [-11.143, -34.848, -23.879], [-11.989, -33.986, -23.173], [-11.439, -32.931, -22.426], [-9.807, -31.677, -22.350], [-8.247, -33.364, -23.399], [-9.276, -35.398, -24.450], [-11.619, -35.681, -24.375], [-13.060, -34.110, -23.109], [-12.049, -32.242, -21.861]],
  "mulliken_charge": [0.61, -0.32, 0.15, -0.39, -0.21, 0.31, -0.40, 1.03, -0.52, -0.50, -0.40, 0.29, 0.29, 0.14, -0.01, -0.57, 1.09, -0.60, -0.42, -0.14, -0.43, -0.39, 0.09, 0.39, 0.36, -0.23, 0.35, 0.53, 0.28, -0.33, -0.52, 1.17, -0.69, -0.23, -0.10, -1.28, -0.35, 0.29, 0.27, 0.31, 0.31, 0.39, 0.42, 0.28, -0.29, -0.59, 1.27, -0.62, -0.29, -0.42, -1.03, -0.80, 0.42, 0.34, 0.29, 0.37, 0.25, -0.02, 0.43, 0.40, -0.60, 1.16, -0.59, -0.37, 0.04, -1.13, -0.84, 0.27, 0.20, 0.31, 0.19, 0.43, 0.25, 0.39, 0.32, -0.54, 1.18, -0.66, -0.33, -0.05, -1.31, -0.10, 0.30, 0.27, 0.38, 0.30, 0.32, -0.44, -0.05, 0.70, -0.31, -0.57, -0.37, -0.02, -0.45, -0.76, 0.38, 0.37, 0.44, 0.43, 0.47, 0.41]
}

Entry 2:
{
  "formula": "C23H50O3P2Pb",
  "method": "the ωB97M-V functional and the def2-TZVPD basis",
  "relative_energy_kcal_mol": 0.00,
  "homo_lumo_gap_ev": 4.4,
  "total_energy_ha": -2005.9367,
  "charge": 4,
  "species": ["Pb", "C", "O", "C", "O", "P", "C", "H", "C", "H", "C", "H", "C", "P", "H", "H", "C", "H", "C", "H", "H", "H", "C", "H", "H", "H", "C", "H", "H", "H", "C", "H", "H", "H", "C", "H", "H", "H", "C", "H", "H", "H", "C", "H", "H", "H", "C", "H", "C", "H", "H", "C", "H", "H", "H", "C", "H", "H", "H", "C", "H", "H", "H", "C", "H", "H", "H", "H", "H", "C", "C", "C", "O", "H", "H", "H", "H", "H", "H"],
  "coordinates": [[-0.391, -0.380, -0.362], [-1.409, 0.322, 1.958], [-1.871, 0.549, 2.982], [1.403, -0.214, -2.599], [2.155, -0.362, -3.452], [1.070, -2.457, 0.826], [-0.036, -3.874, 0.312], [0.499, -4.781, 0.638], [2.701, -2.826, 0.026], [2.482, -2.657, -1.042], [1.171, -2.599, 2.672], [0.120, -2.484, 2.985], [-2.312, 3.274, 0.288], [-1.823, 1.946, -0.889], [-3.880, 1.829, -2.092], [-2.930, 2.744, 1.025], [-1.346, 2.845, -2.455], [-2.204, 3.512, -2.635], [3.774, -1.825, 0.442], [4.639, -1.928, -0.227], [4.130, -2.016, 1.461], [3.429, -0.787, 0.380], [3.180, -4.266, 0.184], [3.465, -4.493, 1.216], [4.070, -4.408, -0.445], [2.440, -5.004, -0.139], [1.667, -3.958, 3.163], [1.148, -4.805, 2.696], [1.483, -4.028, 4.246], [2.747, -4.076, 3.007], [1.964, -1.446, 3.288], [1.836, -1.474, 4.378], [1.625, -0.467, 2.931], [3.035, -1.540, 3.077], [-1.390, -3.817, 1.040], [-1.284, -3.946, 2.129], [-2.044, -4.606, 0.636], [-1.904, -2.858, 0.869], [-0.206, -3.930, -1.217], [-0.699, -3.023, -1.606], [-0.870, -4.775, -1.464], [0.756, -4.047, -1.742], [-3.166, 4.355, -0.372], [-4.044, 3.950, -0.891], [-2.586, 4.952, -1.086], [-3.531, 5.039, 0.406], [-1.112, 3.862, 1.028], [-0.511, 4.509, 0.378], [-3.211, -0.214, -2.087], [-0.450, 3.096, 1.449], [-1.482, 4.488, 1.853], [-4.376, 0.950, -0.176], [-2.855, -0.951, -1.356], [-4.170, -0.593, -2.466], [-2.466, -0.212, -2.895], [-3.430, 1.126, -1.377], [-5.160, 0.224, -0.442], [-4.847, 1.898, 0.118], [-3.857, 0.540, 0.704], [-1.200, 1.917, -3.670], [-0.433, 1.141, -3.503], [-0.873, 2.524, -4.528], [-2.151, 1.437, -3.937], [-0.079, 3.684, -2.259], [0.753, 3.078, -1.868], [-0.237, 4.534, -1.582], [0.235, 4.085, -3.235], [-3.600, -2.397, -0.814], [-3.153, -2.983, -0.694], [3.656, 2.645, -0.442], [2.692, 2.419, 0.669], [2.884, 3.385, 1.807], [1.811, 1.542, 0.656], [3.740, 3.720, -0.618], [3.336, 2.128, -1.342], [4.649, 2.280, -0.168], [2.498, 4.372, 1.499], [2.382, 3.076, 2.729], [3.955, 3.529, 2.023]],
  "mulliken_charge": [1.81, 0.16, -0.11, 0.06, -0.11, 0.63, 0.44, 0.54, 0.66, 0.25, 0.43, 0.47, 0.60, 0.00, 0.72, 0.55, 0.51, 0.66, -1.79, 0.49, 0.35, 0.43, -1.37, 0.24, 0.46, 0.38, -1.53, 0.39, 0.47, 0.36, -1.45, 0.46, 0.36, 0.28, -1.42, 0.31, 0.50, 0.14, -1.24, 0.21, 0.47, 0.30, -1.61, 0.41, 0.38, 0.47, -1.37, 0.29, -0.92, 0.21, 0.49, -1.51, -0.74, 0.71, 0.07, 0.59, 0.47, 0.37, 0.26, -1.44, 0.11, 0.53, 0.37, -1.60, 0.33, 0.24, 0.52, 0.12, 0.03, -1.26, 0.80, -1.38, -0.33, 0.44, 0.25, 0.43, 0.37, 0.35, 0.46]
}